No. 1
Molecular formula: C35H85AlO10PS8Si
Method: DFT, the ωB97M-V functional and the def2-TZVPD basis

```
141
Properties=species:S:1:pos:R:3:lowdin_charge:R:1
C 6.57 3.14 -0.53 -0.3989
P 6.14 2.06 0.96 0.6870
C 7.48 2.29 2.30 -0.4130
Al 6.34 -0.24 0.40 0.1586
C 5.36 -0.66 -1.34 -0.2862
C 3.78 -0.40 -1.15 -0.2823
C 2.96 -1.63 -0.51 -0.2116
C 1.48 -1.12 -0.32 -0.2082
C 0.59 -2.07 0.59 -0.1855
C -0.63 -2.63 -0.24 -0.2141
C -2.00 -2.57 0.55 -0.2537
C -2.40 -1.07 0.94 -0.2572
Si -4.07 -0.68 0.12 0.5719
C -5.36 -2.06 0.30 -0.1799
C -3.71 -0.51 -1.77 -0.1678
C -4.77 1.05 0.63 -0.2295
C -3.98 2.08 1.41 -0.0699
C -4.70 3.37 1.65 -0.0981
C -6.11 3.61 1.18 -0.0997
C -6.83 2.58 0.43 -0.0871
C -6.14 1.32 0.17 -0.0944
C 5.57 -1.25 2.02 -0.2703
O 4.37 -0.54 2.44 -0.2993
O 4.34 -0.33 3.81 -0.1053
H 5.90 4.03 -0.56 -0.0219
H 7.64 3.49 -0.50 0.0209
H 6.43 2.54 -1.46 0.0103
H 7.60 3.38 2.52 0.0034
H 8.43 1.84 1.90 0.0070
H 7.20 1.68 3.19 0.0130
H 7.87 -0.67 0.23 -0.1041
H 5.47 -1.74 -1.65 0.0292
H 5.70 0.00 -2.19 0.0307
H 3.56 0.49 -0.51 0.0811
H 3.30 -0.21 -2.15 0.0933
H 3.01 -2.49 -1.24 0.1042
H 3.35 -1.97 0.47 0.0766
H 1.50 -0.08 0.11 0.1091
H 1.06 -0.99 -1.36 0.0992
H 0.26 -1.49 1.49 0.1000
H 1.26 -2.89 0.97 0.0883
H -0.38 -3.69 -0.50 0.1044
H -0.77 -2.09 -1.22 0.0947
H -2.77 -2.98 -0.16 0.0700
H -1.91 -3.23 1.45 0.1069
H -2.37 -0.90 2.05 0.0695
H -1.62 -0.43 0.43 0.0830
H -5.97 -2.02 1.24 0.0248
H -6.10 -1.96 -0.55 0.0291
H -4.94 -3.10 0.21 0.0313
H -2.98 -1.27 -2.14 0.0277
H -4.71 -0.55 -2.27 0.0306
H -3.29 0.53 -1.89 0.0370
H -2.94 1.90 1.76 0.0943
H -4.16 4.18 2.20 0.0814
H -6.66 4.56 1.38 0.0809
H -7.86 2.71 0.03 0.0832
H -6.70 0.53 -0.41 0.0610
H 5.23 -2.27 1.67 0.0389
H 6.32 -1.36 2.86 0.0572
H 4.65 -1.12 4.29 0.0604
C -1.56 5.93 -2.61 -0.2769
S -2.32 4.34 -2.27 0.8140
O -2.57 3.68 -3.58 -0.5696
C -3.88 4.96 -1.67 -0.2824
H -0.57 5.76 -3.03 0.0381
H -2.17 6.49 -3.33 0.0521
H -1.47 6.50 -1.68 0.0522
H -4.36 5.57 -2.43 0.0582
H -3.71 5.55 -0.76 0.0511
H -4.51 4.10 -1.42 0.0357
C 5.00 7.46 1.48 -0.2800
S 4.26 5.84 1.76 0.7879
O 4.06 5.21 0.43 -0.5480
C 2.65 6.46 2.31 -0.2807
H 6.00 7.31 1.09 0.0479
H 4.40 8.02 0.75 0.0519
H 5.05 8.01 2.42 0.0450
H 2.21 7.08 1.52 0.0510
H 2.78 7.04 3.22 0.0450
H 2.01 5.60 2.50 0.0489
C 3.46 -5.06 1.07 -0.2849
S 4.88 -5.45 0.04 0.8091
O 5.02 -4.35 -0.97 -0.5515
C 4.13 -6.86 -0.79 -0.2692
H 3.69 -4.17 1.66 0.0239
H 2.59 -4.86 0.44 0.0537
H 3.26 -5.89 1.74 0.0395
H 3.22 -6.55 -1.30 0.0603
H 3.91 -7.64 -0.06 0.0490
H 4.84 -7.25 -1.52 0.0278
C -1.18 5.71 -7.97 -0.2802
S -1.56 5.14 -6.30 0.8000
O -0.51 5.70 -5.40 -0.5503
C -1.15 3.41 -6.60 -0.2602
H -1.33 6.79 -8.01 0.0440
H -0.14 5.48 -8.22 0.0542
H -1.85 5.23 -8.68 0.0476
H -0.11 3.33 -6.93 0.0595
H -1.82 3.01 -7.35 0.0532
H -1.28 2.87 -5.66 0.0394
C -7.24 0.77 5.15 -0.2716
S -5.84 0.23 4.15 0.7910
O -5.98 -1.24 3.97 -0.5500
C -4.60 0.50 5.43 -0.2632
H -8.15 0.65 4.56 0.0465
H -7.31 0.16 6.06 0.0536
H -7.12 1.82 5.42 0.0506
H -4.85 -0.09 6.32 0.0547
H -4.56 1.56 5.68 0.0524
H -3.63 0.18 5.04 0.0489
C 6.75 -5.96 -3.89 -0.2579
S 5.32 -6.42 -4.88 0.8019
O 5.02 -7.85 -4.60 -0.5700
C 6.17 -6.35 -6.48 -0.2816
H 6.47 -5.97 -2.84 0.0256
H 7.56 -6.67 -4.06 0.0574
H 7.08 -4.95 -4.17 0.0621
H 7.01 -7.04 -6.48 0.0528
H 6.51 -5.33 -6.66 0.0514
H 5.46 -6.64 -7.25 0.0442
C 1.65 -4.73 6.28 -0.2746
S 2.67 -3.93 5.03 0.8244
O 2.81 -4.89 3.90 -0.5501
C 4.20 -3.99 5.97 -0.2669
H 0.64 -4.84 5.89 0.0483
H 2.05 -5.72 6.52 0.0538
H 1.62 -4.11 7.18 0.0497
H 4.44 -5.02 6.23 0.0560
H 4.09 -3.39 6.88 0.0533
H 5.00 -3.57 5.35 0.0461
C -10.73 -1.56 -0.31 -0.2688
S -10.00 -0.45 -1.53 0.8248
O -8.60 -0.17 -1.10 -0.5565
C -10.99 0.99 -1.10 -0.2734
H -10.22 -2.52 -0.38 0.0517
H -10.59 -1.15 0.69 0.0585
H -11.79 -1.69 -0.53 0.0506
H -10.84 1.24 -0.04 0.0567
H -12.04 0.77 -1.29 0.0499
H -10.67 1.82 -1.72 0.0492
```

## Properties
DFT total energy (eV): -168583.9568
E_LUMO (eV): 1.4
HOMO (eV): -2.86
Frontier orbital gap (Ha): 0.1580
Spin multiplicity: 1
Total charge: -1

***

No. 2
Molecular formula: C18H21AsClMnN3O7S
Method: DFT, the ωB97M-V functional and the def2-TZVPD basis

```
53
Properties=species:S:1:pos:R:3:lowdin_spin:R:1
Mn -0.13 -1.04 0.12 1.0284
O -2.69 -0.49 5.61 -0.0001
C -2.33 0.72 5.25 0.0000
O -2.50 1.68 5.96 0.0000
C -1.70 0.88 3.91 -0.0001
C -1.28 2.11 3.40 0.0001
Cl -1.30 3.63 4.12 0.0001
N -0.74 1.89 2.17 0.0009
N -0.79 0.58 1.86 0.0001
C -1.37 -0.04 2.89 -0.0004
C -1.48 -1.55 2.82 0.0009
O -2.01 -2.15 3.75 0.0013
O -0.96 -2.06 1.79 0.0052
C -0.10 2.82 1.33 -0.0002
C -0.69 4.06 1.09 0.0000
C -0.04 4.96 0.26 -0.0002
C 1.17 4.63 -0.32 0.0000
C 1.74 3.39 -0.08 -0.0001
C 1.11 2.48 0.75 -0.0010
H -2.48 -1.21 4.93 0.0000
H -1.64 4.31 1.53 0.0000
H -0.50 5.91 0.07 0.0000
H 1.67 5.34 -0.96 0.0000
H 2.69 3.14 -0.53 0.0000
H 1.55 1.51 0.95 -0.0011
N -0.89 0.91 -1.18 0.0213
C -2.15 0.62 -1.89 0.0023
C -1.97 -0.51 -2.90 -0.0003
C -1.33 -1.77 -2.28 0.0006
O -0.79 -2.57 -3.05 0.0000
O -1.40 -1.90 -1.03 -0.0028
H -0.98 1.78 -0.67 0.0000
H -0.15 1.01 -1.87 -0.0002
H -2.52 1.51 -2.41 0.0011
H -2.90 0.33 -1.14 0.0001
H -1.32 -0.20 -3.72 0.0000
H -2.94 -0.79 -3.31 0.0000
C 2.01 -2.63 -4.02 0.0003
As 1.80 -2.54 -2.09 0.0007
C 1.01 -4.15 -1.33 0.0001
C 3.63 -2.56 -1.39 0.0000
O 1.21 -1.04 -1.68 0.0080
H 2.63 -3.48 -4.30 0.0001
H 2.50 -1.70 -4.33 0.0000
H 1.03 -2.70 -4.47 0.0000
H 1.74 -4.95 -1.40 0.0000
H 0.11 -4.41 -1.87 0.0000
H 0.77 -3.95 -0.28 0.0001
H 4.21 -3.39 -1.78 0.0000
H 3.57 -2.62 -0.30 0.0000
H 4.11 -1.62 -1.66 0.0000
S 2.19 -0.96 2.55 -0.0362
C 1.61 -1.24 1.13 -0.0293
```

## Properties
DFT total energy (eV): -153324.7614
Energy relative to the best compared isomer or geometry (same formula, charge and spin) (kcal/mol): 54.4
E_LUMO (alpha / beta) (eV): -1.5 / -1.4
HOMO (alpha / beta) (eV): -9.14 / -8.75
Frontier orbital gap (alpha / beta) (Ha): 0.2823 / 0.2689
Expectation value of S²: 0.84
Spin multiplicity: 2

***

No. 3
Molecular formula: C18H31ClHfNO2P2
Method: DFT, the ωB97M-V functional and the def2-TZVPD basis

```
56
Properties=species:S:1:pos:R:3:nbo_charge:R:1
C -0.90 2.94 -2.60 -0.2486
C -0.91 1.97 -1.61 0.2825
N 0.21 1.74 -0.86 -0.5593
C 1.38 2.29 -1.26 0.2483
C 1.44 3.22 -2.30 -0.2396
C 0.27 3.58 -2.95 -0.1113
C -2.12 1.07 -1.50 -0.7933
P -2.24 0.13 0.09 0.9141
Hf 0.12 0.38 1.08 1.5175
P 2.56 0.25 0.30 0.9338
C 2.68 1.86 -0.62 -0.7462
C -0.41 -1.76 1.82 -0.4237
C -1.01 -1.71 3.08 -0.2723
C -0.86 -2.81 3.93 -0.1884
C -0.20 -3.96 3.50 -0.2139
C 0.33 -4.02 2.21 -0.2053
C 0.21 -2.92 1.35 -0.2440
O -1.94 -0.91 -3.66 -0.9618
O 0.69 -1.14 -2.69 -0.9537
H -1.84 3.09 -3.12 0.2337
H 2.40 3.62 -2.57 0.2363
H 0.27 4.36 -3.70 0.2395
C -3.58 0.92 0.94 -0.9437
C -3.02 -1.42 -0.45 -0.9427
H 3.46 1.71 -1.37 0.2602
H 3.05 2.63 0.06 0.2650
H -2.09 0.32 -2.31 0.3165
H -3.04 1.66 -1.63 0.2512
C 3.91 0.39 1.50 -0.9475
C 3.22 -0.90 -0.91 -0.9514
H -1.58 -0.83 3.41 0.2023
H -1.25 -2.75 4.95 0.2166
H -0.10 -4.82 4.16 0.2253
H 0.85 -4.91 1.85 0.2175
H 0.60 -2.95 0.33 0.2046
H 0.37 -1.03 -1.79 0.4988
H 0.42 -2.07 -2.77 0.4815
H -1.01 -0.90 -3.35 0.4897
H -2.01 -0.26 -4.39 0.4841
H 0.61 -0.79 -0.09 -0.4296
H -4.47 0.93 0.30 0.2458
H -3.74 0.34 1.85 0.2537
H -3.29 1.93 1.21 0.2476
H -4.10 -1.31 -0.40 0.2437
H -2.73 -1.70 -1.47 0.2685
H -2.69 -2.22 0.22 0.2663
H 4.18 -0.53 -1.27 0.2379
H 3.34 -1.86 -0.41 0.2545
H 2.51 -1.01 -1.73 0.2846
H 4.87 0.48 0.98 0.2440
H 3.77 1.25 2.17 0.2527
H 3.91 -0.52 2.11 0.2571
Cl 0.84 1.26 3.33 0.0626
C -0.31 2.20 2.28 -0.9321
H -1.24 2.38 2.82 0.2376
H 0.19 3.12 1.96 0.2325
```

## Properties
DFT total energy (eV): -57154.4947
Energy relative to the best compared isomer or geometry (same formula, charge and spin) (kcal/mol): 0.0
E_LUMO (eV): -3.0
HOMO (eV): -10.80
Frontier orbital gap (Ha): 0.2873
Spin multiplicity: 1
Total charge: +1

***

No. 4
Molecular formula: C4H18N2O4
Method: DFT, the ωB97M-V functional and the def2-TZVPD basis

```
28
Properties=species:S:1:pos:R:3:lowdin_spin:R:1
N -1.87 0.59 0.70 0.0526
C -1.23 1.83 0.42 0.0535
C -0.52 2.02 -0.90 0.0821
N 0.27 0.91 -1.36 0.5951
C 1.71 1.04 -1.06 0.0774
C 2.59 -0.01 -1.74 0.0123
O 1.92 -1.25 -1.74 0.0031
H 1.68 -1.51 -0.83 0.0005
H -1.36 -0.24 0.40 -0.0006
H -2.10 0.43 1.68 0.0026
H -1.97 2.62 0.50 -0.0006
H -0.59 2.13 1.28 0.0172
H 0.01 2.92 -0.98 0.0005
H -1.37 2.06 -1.61 0.0415
H -0.01 0.03 -0.93 0.0144
H 1.77 0.95 0.04 0.0437
H 1.99 2.05 -1.28 0.0027
H 2.71 0.22 -2.79 0.0024
H 3.53 0.04 -1.21 -0.0004
H -2.19 -2.37 -0.71 0.0000
H -2.44 -2.98 0.56 0.0000
O -1.69 -2.74 0.00 0.0000
H 0.59 -3.05 0.19 0.0000
H -0.08 -2.02 0.95 -0.0001
O 0.82 -2.34 0.80 -0.0003
H -1.06 -1.04 2.86 0.0000
H -0.08 -0.14 3.49 0.0000
O -1.01 -0.16 3.26 0.0007
```

## Properties
DFT total energy (eV): -15600.8843
Energy relative to the best compared isomer or geometry (same formula, charge and spin) (kcal/mol): 13.2
E_LUMO (alpha / beta) (eV): -3.0 / -7.8
HOMO (alpha / beta) (eV): -13.43 / -13.15
Frontier orbital gap (alpha / beta) (Ha): 0.3843 / 0.1961
Expectation value of S²: 0.75
Spin multiplicity: 2
Total charge: +1

***

No. 5
Molecular formula: CH5NOS2
Method: DFT, the ωB97M-V functional and the def2-TZVPD basis

```
10
Properties=species:S:1:pos:R:3:lowdin_spin:R:1
S 1.64 -0.38 -1.26 0.4151
S 1.23 1.61 -0.85 0.4848
H 2.61 -0.17 -2.21 0.0477
H 2.22 2.08 -1.59 0.0338
C -1.16 -0.90 1.50 0.0039
N -1.43 -0.22 0.37 0.0049
O -0.09 -0.71 2.18 0.0046
H -1.93 -1.63 1.75 0.0003
H -0.65 0.39 0.04 0.0039
H -2.45 -0.06 0.07 0.0010
```

## Properties
DFT total energy (eV): -26325.0749
Energy relative to the best compared isomer or geometry (same formula, charge and spin) (kcal/mol): 35.1
E_LUMO (alpha / beta) (eV): 3.5 / 3.5
HOMO (alpha / beta) (eV): 0.28 / -3.48
Frontier orbital gap (alpha / beta) (Ha): 0.1172 / 0.2551
Expectation value of S²: 0.75
Spin multiplicity: 2
Total charge: -1

***

No. 6
Molecular formula: C3H10NO
Method: DFT, the ωB97M-V functional and the def2-TZVPD basis

```
15
Properties=species:S:1:pos:R:3:nbo_charge:R:1
C -0.88 -1.97 -0.05 -0.6291
C 0.09 -0.85 0.42 -0.2474
C 0.23 0.40 -1.59 0.1220
N 0.18 0.43 -0.32 -0.4058
H -0.38 -2.55 -0.82 0.2251
H -1.81 -1.55 -0.41 0.2285
H -1.05 -2.62 0.81 0.2583
H 1.09 -1.29 0.45 0.2345
H -0.12 -0.59 1.46 0.2220
H -0.33 -0.36 -2.13 0.2221
H 0.67 1.20 -2.17 0.2217
H 0.29 1.34 0.23 0.4723
H 0.84 3.46 0.97 0.5124
H 0.79 2.33 1.99 0.5008
O 0.39 2.63 1.17 -0.9375
```

## Properties
DFT total energy (eV): -6803.3406
Energy relative to the best compared isomer or geometry (same formula, charge and spin) (kcal/mol): 22.4
E_LUMO (eV): -4.9
HOMO (eV): -16.33
Frontier orbital gap (Ha): 0.4183
Spin multiplicity: 1
Total charge: +1

***

No. 7
Molecular formula: C5H10MnOP
Method: DFT, the ωB97M-V functional and the def2-TZVPD basis

```
18
Properties=species:S:1:pos:R:3:lowdin_spin:R:1
C -0.44 -0.55 -1.27 -0.0470
C -1.03 0.44 -2.02 0.0550
C -1.38 1.73 -1.58 0.0207
C -1.23 2.22 -0.26 0.0535
C -0.67 1.53 0.79 -0.0516
Mn 0.23 -0.13 0.50 4.2444
P 1.48 -2.31 0.19 0.0890
H -0.32 -1.52 -1.77 0.0025
H -1.26 0.23 -3.07 0.0000
H -1.86 2.40 -2.31 0.0000
H -0.70 2.03 1.77 0.0076
H -1.62 3.24 -0.10 -0.0013
H 2.88 -2.22 0.49 0.0265
H 1.50 -3.11 -1.00 0.0127
H 1.07 -3.27 1.17 0.0225
O 0.98 -0.25 2.45 0.3230
H 1.91 -0.16 2.75 0.1314
H 0.46 -0.32 3.27 0.1113
```

## Properties
DFT total energy (eV): -47998.7024
E_LUMO (alpha / beta) (eV): 3.5 / 3.2
HOMO (alpha / beta) (eV): -0.50 / -2.80
Frontier orbital gap (alpha / beta) (Ha): 0.1466 / 0.2220
Expectation value of S²: 8.87
Spin multiplicity: 6
Total charge: -1

***

No. 8
Molecular formula: C4H6N3O3
Method: DFT, the ωB97M-V functional and the def2-TZVPD basis

```
16
Properties=species:S:1:pos:R:3:nbo_charge:R:1
C -0.87 -1.26 -0.40 -0.1368
C -0.77 -0.43 0.87 0.1965
C 0.46 1.57 0.13 0.2798
C 0.37 -1.61 -0.78 -0.0765
N 1.43 0.77 -0.12 -0.0242
N -0.73 1.04 0.48 -0.6037
N 1.22 -0.95 0.22 0.4592
O 2.36 -1.25 0.38 -0.3814
O 0.44 -0.81 1.35 -0.3003
O 2.71 1.06 -0.25 -0.4510
H -1.85 -1.46 -0.69 0.2576
H -1.56 -0.67 1.51 0.2451
H 0.86 2.65 0.14 0.2694
H 0.85 -2.23 -1.56 0.2958
H -1.59 1.65 0.47 0.4582
H 3.18 0.14 -0.16 0.5124
```

## Properties
DFT total energy (eV): -14843.4207
Energy relative to the best compared isomer or geometry (same formula, charge and spin) (kcal/mol): 203.7
E_LUMO (eV): -4.9
HOMO (eV): -14.23
SMILES string: [O-][N@+]12C=C[C@H]([NH+]=CN1O)O2
Frontier orbital gap (Ha): 0.3424
Spin multiplicity: 1
Total charge: +1

***

No. 9
Molecular formula: C35H24AlBrNO5
Method: DFT, the ωB97M-V functional and the def2-TZVPD basis

```
67
Properties=species:S:1:pos:R:3:nbo_charge:R:1
O -3.30 -2.11 0.38 -0.5910
C -3.02 -2.00 -0.79 0.5860
Br -3.24 -3.65 -1.93 -0.1826
C -2.49 -0.83 -1.42 -1.0050
Al -3.89 0.71 -1.38 1.1302
C -5.73 -0.15 -1.50 -0.5068
C -6.72 0.14 -0.58 -0.1707
C -7.93 -0.50 -0.71 -0.2819
C -8.11 -1.38 -1.73 0.0022
N -7.21 -1.68 -2.66 -0.4351
C -6.06 -1.03 -2.49 0.0238
H -1.66 -0.51 -0.80 0.2569
H -2.20 -1.05 -2.44 0.2397
H -3.80 1.42 0.07 -0.4056
H -3.60 1.73 -2.59 -0.3937
H -6.54 0.82 0.23 0.2038
H -8.74 -0.32 -0.02 0.1947
H -9.07 -1.89 -1.80 0.1655
H -5.30 -1.25 -3.24 0.1726
C 0.42 -4.31 2.03 -0.1919
C -0.71 -3.52 1.83 -0.1784
C -0.69 -2.18 2.19 -0.1671
C 0.45 -1.63 2.74 -0.0673
C 1.58 -2.43 2.96 -0.1829
C 1.56 -3.76 2.59 -0.1606
C 2.81 -1.87 3.58 0.6242
O 3.80 -2.55 3.76 -0.5498
C 2.81 -0.43 3.97 -0.1787
C 3.93 0.11 4.59 -0.1619
C 3.95 1.44 4.95 -0.1990
C 2.85 2.25 4.69 -0.2022
C 1.73 1.72 4.08 -0.1993
C 1.70 0.38 3.72 -0.0363
C 0.47 -0.18 3.09 0.5293
O -0.48 0.54 2.85 -0.5285
H 0.41 -5.35 1.74 0.2153
H -1.60 -3.95 1.39 0.2443
H -1.57 -1.57 2.03 0.2668
H 2.44 -4.37 2.74 0.2309
H 4.79 -0.52 4.79 0.2389
H 4.83 1.86 5.44 0.2170
H 2.87 3.30 4.97 0.2198
H 0.87 2.35 3.88 0.2440
C 2.47 1.53 1.45 -0.2228
C 1.11 1.68 1.18 -0.2103
C 0.65 1.74 -0.12 -0.1773
C 1.56 1.65 -1.17 -0.0576
C 2.93 1.52 -0.91 -0.1580
C 3.37 1.45 0.40 -0.1597
C 3.91 1.45 -2.03 0.5563
O 5.10 1.33 -1.81 -0.5431
C 3.40 1.53 -3.43 -0.1471
C 4.30 1.52 -4.48 -0.1623
C 3.84 1.58 -5.79 -0.2036
C 2.48 1.65 -6.04 -0.1979
C 1.57 1.67 -5.00 -0.1769
C 2.03 1.62 -3.69 -0.0459
C 1.04 1.68 -2.57 0.5081
O -0.14 1.74 -2.77 -0.4935
H 2.81 1.48 2.47 0.2264
H 0.40 1.75 2.00 0.2502
H -0.40 1.85 -0.33 0.2544
H 4.43 1.33 0.60 0.2291
H 5.36 1.46 -4.28 0.2330
H 4.55 1.57 -6.61 0.2112
H 2.12 1.69 -7.07 0.2140
H 0.51 1.73 -5.19 0.2432
```

## Properties
DFT total energy (eV): -125053.6898
E_LUMO (eV): 0.6
HOMO (eV): -5.76
Frontier orbital gap (Ha): 0.2342
Spin multiplicity: 1
Total charge: -1